# 1
Computed, not measured: a cluster of 40 separate species, H80O40 in total in a non-equilibrium geometry, with wB97M-V/def2-TZVPD.

Values from the calculation:
* lowest unoccupied orbital energy: -0.5 eV
* energy above the lowest of the compared OMol25 structures with the same formula, charge and spin: 168.8 kcal per mole

Cartesian coordinates (Å):
H: 4.331 -0.156 0.686
H: 5.791 -0.604 0.747
O: 4.915 -0.780 1.131
H: 1.786 0.043 -1.382
H: 2.235 1.119 -2.231
O: 2.417 0.771 -1.345
H: -5.122 -2.493 -0.926
H: -6.048 -1.314 -1.104
O: -5.131 -1.538 -0.943
H: 2.127 -3.837 0.257
H: 0.995 -3.493 -0.683
O: 1.139 -3.619 0.278
H: -1.015 -0.275 -1.407
H: -1.254 -1.101 -2.791
O: -0.765 -0.415 -2.329
H: 0.336 -4.359 -2.961
O: -0.538 -4.752 -3.099
H: 0.097 0.381 5.904
O: 0.000 -0.424 6.478
H: -4.121 -0.049 4.127
H: -4.492 -1.497 3.594
O: -4.470 -0.560 3.393
H: 2.512 -2.288 2.117
H: 1.906 -1.797 3.519
O: 1.931 -1.608 2.577
H: -1.385 2.314 0.477
H: 0.158 2.620 0.447
O: -0.749 3.003 0.283
H: -0.639 -1.698 2.735
H: -1.966 -1.903 2.958
O: -1.330 -1.216 3.212
H: 4.313 -2.734 2.013
O: 3.688 -3.077 1.356
H: 2.158 1.702 0.277
H: 2.072 3.222 0.148
O: 1.738 2.485 0.677
H: 1.505 -0.252 -3.482
H: 2.400 -1.250 -4.170
O: 2.431 -0.398 -3.706
H: -2.429 4.769 0.608
H: -3.715 4.708 1.500
O: -2.941 5.240 1.291
H: -3.324 -2.623 -3.661
H: -1.975 -3.381 -3.206
O: -2.387 -2.552 -3.491
H: -2.540 2.444 2.507
H: -2.336 3.345 3.669
O: -2.956 2.687 3.334
H: -3.234 3.449 -3.831
H: -3.111 2.406 -4.964
O: -3.449 2.544 -4.081
H: -1.526 6.417 -0.051
O: -1.327 5.728 -0.689
H: -0.928 1.528 -4.470
H: -0.265 1.402 -5.815
O: -0.066 1.615 -4.903
H: -4.811 1.638 1.526
O: -4.152 2.240 1.166
H: 0.521 1.350 1.436
H: -0.471 0.221 1.387
O: -0.186 0.962 1.924
H: 1.357 4.183 -5.000
H: 1.287 2.717 -4.769
O: 1.917 3.406 -5.055
H: -1.015 1.194 4.175
H: 0.253 1.910 4.188
O: -0.429 1.636 4.811
H: 1.326 -5.548 3.091
H: 1.770 -4.564 1.996
O: 1.618 -5.495 2.178
H: 2.718 -5.895 -0.394
H: 3.285 -5.250 0.919
O: 3.119 -5.110 -0.018
H: -4.450 2.527 -2.447
H: -4.976 1.115 -2.129
O: -5.076 2.041 -1.892
H: 1.655 -1.234 -6.964
H: 0.688 -0.503 -6.167
O: 0.905 -1.416 -6.382
H: 6.316 0.564 -1.397
H: 5.206 1.301 -0.582
O: 6.057 0.862 -0.528
H: 2.287 -0.012 4.859
H: 1.623 0.141 6.287
O: 2.445 0.060 5.806
H: 2.554 3.364 3.216
H: 2.460 4.881 2.764
O: 2.876 4.252 3.361
H: 3.335 1.806 2.801
O: 4.242 1.496 2.860
H: -2.828 0.555 -0.191
H: -2.423 -0.375 0.938
O: -2.066 0.074 0.160
H: -1.811 5.798 -1.510
H: -1.016 -4.529 -2.306
H: -4.473 2.611 0.338
H: -0.074 -0.974 5.682
H: 3.647 -2.233 0.832
H: 4.336 1.317 3.802
O: 1.384 6.093 1.855
H: 0.454 5.862 1.988
H: 1.275 6.681 1.098
O: -4.143 -2.896 1.568
H: -3.893 -3.820 1.560
H: -3.578 -2.282 1.106
O: -0.999 3.574 -2.537
H: -0.407 4.292 -2.322
H: -1.253 3.090 -1.748
O: -0.988 -3.750 1.610
H: -0.220 -3.689 1.015
H: -0.971 -4.258 2.420
O: 1.160 -2.907 -2.332
H: 1.730 -2.128 -2.294
H: 0.458 -2.616 -2.922
O: 3.506 -3.001 -4.586
H: 3.498 -3.834 -4.142
H: 3.849 -2.729 -5.425
O: -1.951 -4.369 -0.728
H: -1.592 -4.802 0.045
H: -2.310 -3.497 -0.579

Here are the Mulliken charges for atoms 1 to 99, given in e: H 0.2404; H 0.2874; O -0.5760; H 0.1645; H 0.2205; O -0.5477; H 0.2702; H 0.2492; O -0.4936; H 0.2638; H 0.1135; O -0.3825; H -0.0584; H 0.0817; O 0.1455; H 0.3490; O -0.7006; H 0.3979; O -0.7490; H 0.3034; H 0.2637; O -0.5584; H 0.3381; H 0.2665; O -0.3870; H 0.2087; H 0.0843; O -0.0387; H 0.1291; H 0.2367; O -0.3107; H 0.3285; O -0.7732; H 0.2439; H 0.1891; O -0.4808; H 0.2230; H 0.2511; O -0.5350; H 0.3984; H 0.2875; O -0.6799; H 0.2445; H 0.3255; O -0.6212; H 0.2218; H 0.3041; O -0.6440; H 0.2780; H 0.2803; O -0.7132; H 0.2803; O -0.5640; H 0.2124; H 0.2540; O -0.4241; H 0.2119; O -0.4711; H -0.0301; H -0.1274; O 0.2177; H 0.2918; H 0.3598; O -0.6591; H 0.2711; H 0.3820; O -0.8388; H 0.3001; H 0.3478; O -0.6205; H 0.2884; H 0.3009; O -0.5836; H 0.4389; H 0.2467; O -0.6110; H 0.3028; H 0.2819; O -0.5910; H 0.3199; H 0.3035; O -0.6651; H 0.2596; H 0.3771; O -0.6599; H 0.2619; H 0.4043; O -0.6468; H 0.1546; O -0.4679; H -0.0320; H -0.1935; O 0.5927; H 0.2556; H 0.3755; H 0.2320; H 0.3615; H 0.3164; H 0.2883


# 2
Computed, not measured: a cluster of 40 separate species, H80O40 in total in a non-equilibrium geometry, with wB97M-V/def2-TZVPD.

Values from the calculation:
* lowest unoccupied orbital energy: -0.8 eV
* energy above the lowest of the compared OMol25 structures with the same formula, charge and spin: 224.2 kcal per mole

Cartesian coordinates (Å):
H: 3.684 3.487 2.468
H: 2.352 3.752 1.691
O: 2.953 3.063 1.987
H: 0.199 5.821 -3.503
H: -0.899 4.889 -3.073
O: -0.595 5.382 -3.837
H: -2.263 -0.899 -2.051
H: -2.061 -0.559 -3.353
O: -2.598 -1.243 -2.890
H: -3.689 -3.119 -2.768
H: -3.269 -4.595 -2.985
O: -3.750 -3.875 -3.394
H: 0.014 -2.118 -4.920
H: 0.377 -3.497 -4.540
O: 0.719 -2.597 -4.441
H: -0.014 4.588 3.077
O: 0.745 4.444 3.658
H: 2.933 1.445 1.715
O: 2.580 0.590 1.412
H: 3.076 1.186 4.639
H: 4.204 0.220 4.643
O: 4.018 1.110 4.403
H: -3.363 4.646 -2.509
H: -2.389 5.820 -2.567
O: -2.586 4.992 -2.093
H: -2.636 -0.805 5.363
H: -2.424 -2.324 5.418
O: -2.033 -1.508 5.118
H: 3.135 -2.842 3.539
H: 2.383 -1.604 3.249
O: 3.188 -1.887 3.684
H: -0.338 2.288 1.722
O: 0.112 1.714 1.115
H: 2.477 -2.330 -4.607
H: 3.496 -1.182 -4.241
O: 3.333 -1.961 -4.766
H: 1.956 6.413 -0.101
H: 2.928 5.942 -1.119
O: 2.745 5.874 -0.170
H: 3.962 -0.762 -0.090
H: 4.796 -1.740 0.858
O: 3.941 -1.563 0.454
H: -1.414 -3.654 2.949
H: -0.328 -3.940 2.127
O: -0.463 -3.586 3.033
H: 1.133 2.281 4.450
H: 0.322 1.898 5.519
O: 0.279 2.532 4.806
H: -4.744 3.375 -0.209
H: -3.960 2.117 -0.563
O: -4.336 2.927 -0.961
H: -3.055 4.520 1.660
O: -3.564 5.117 2.222
H: 3.547 2.443 -0.427
H: 2.771 1.251 -0.421
O: 3.703 1.510 -0.562
H: 0.488 0.122 3.236
O: 0.254 -0.666 3.730
H: 2.710 -0.587 5.599
H: 1.240 -0.278 4.940
O: 1.969 0.017 5.508
H: -3.163 -0.432 -0.082
H: -4.379 0.312 0.348
O: -3.456 0.474 0.098
H: 2.126 -3.308 -1.587
H: 0.916 -3.219 -2.509
O: 1.353 -3.812 -1.844
H: -2.669 -0.116 -5.690
H: -1.438 0.249 -6.637
O: -2.027 -0.423 -6.284
H: 2.594 -5.631 -1.160
H: 3.089 -5.051 -2.269
O: 3.364 -5.814 -1.735
H: 1.507 -1.416 -0.490
H: 1.378 -0.141 0.305
O: 1.168 -0.521 -0.594
H: -1.064 1.994 3.912
H: -1.788 0.631 3.966
O: -1.915 1.558 4.129
H: -1.478 3.109 -0.146
H: -1.031 4.323 -0.852
O: -0.983 3.918 0.013
H: -1.511 -2.263 -1.370
H: -2.310 -3.358 -0.541
O: -1.474 -2.958 -0.719
H: -5.991 -1.936 2.498
H: -5.297 -1.197 3.676
O: -5.976 -1.136 3.021
H: -3.911 -2.047 -1.405
O: -4.533 -2.635 -0.964
H: 0.801 -5.391 -2.541
H: 1.000 -5.543 -4.030
O: 0.497 -5.919 -3.294
H: -3.622 4.669 3.083
H: 0.449 4.684 4.539
H: -0.693 -0.809 3.880
H: 3.194 -0.064 1.782
H: 0.486 2.188 0.387
H: -5.440 -2.329 -1.031
O: -0.388 -5.253 0.870
H: -0.382 -4.629 0.140
H: -1.076 -5.820 0.507
O: 5.844 0.895 -3.406
H: 5.931 0.732 -2.499
H: 5.012 0.766 -3.849
O: 1.054 -1.890 1.645
H: 1.609 -1.143 1.837
H: 0.129 -1.734 1.761
O: -0.815 0.850 -2.192
H: -1.702 0.704 -1.881
H: -0.182 0.781 -1.468
O: 4.799 -1.142 -2.102
H: 4.940 -1.888 -2.675
H: 3.956 -0.687 -2.099
O: 1.183 1.867 -3.870
H: 1.586 2.480 -4.442
H: 0.305 2.111 -3.573
O: -5.561 -0.181 -1.341
H: -5.557 0.742 -1.207
H: -6.410 -0.254 -0.850

Here are the Mulliken charges for atoms 1 to 99, given in e: H 0.2062; H 0.1613; O -0.4237; H 0.3266; H 0.3547; O -0.6389; H -0.1397; H 0.3842; O -0.4133; H 0.2643; H 0.2916; O -0.6598; H 0.2359; H 0.2571; O -0.6204; H 0.2733; O -0.5950; H 0.0488; O -0.0573; H 0.5145; H 0.2652; O -0.6658; H 0.2510; H 0.3190; O -0.5889; H 0.2652; H 0.2368; O -0.5332; H 0.2665; H 0.3774; O -0.6280; H 0.0117; O 0.0651; H 0.4306; H 0.2390; O -0.6397; H 0.2975; H 0.2947; O -0.5710; H 0.3207; H 0.1974; O -0.4564; H 0.2620; H 0.3071; O -0.4976; H 0.2714; H 0.3587; O -0.6251; H 0.3487; H 0.2802; O -0.5564; H 0.3132; O -0.6356; H 0.2938; H 0.2028; O -0.5111; H 0.3113; O -0.0048; H 0.2565; H 0.4201; O -0.9166; H 0.1975; H 0.3241; O -0.5145; H 0.1283; H 0.1120; O -0.1360; H 0.2843; H 0.3204; O -0.6021; H 0.3158; H 0.3336; O -0.6316; H 0.0896; H -0.2786; O 0.2899; H 0.2897; H 0.3045; O -0.6726; H 0.2086; H 0.0961; O -0.4134; H 0.1433; H 0.3470; O -0.1592; H 0.3151; H 0.2982; O -0.6198; H 0.3442; O -0.4915; H 0.3049; H 0.3030; O -0.6577; H 0.3236; H 0.2980; H -0.1475; H 0.1382; H 0.2132; H 0.2330